Record 1
This record from the OMol25 dataset describes 3 unconnected molecules or ions with the total composition C39H74F10NO3S. The level of theory is ωB97M-V with the def2-TZVPD basis set.

Last column: Löwdin charge in e.
Atoms and positions in Å:
C  -5.501  4.750  -5.064  -0.071
C  -4.531  3.752  -4.436  -0.238
C  -3.071  4.123  -4.705  -0.113
C  -2.062  3.023  -4.360  -0.322
C  -0.718  3.586  -3.950  -0.134
C  -0.740  4.589  -2.780  -0.175
C  0.693  4.905  -2.340  -0.184
C  0.811  5.257  -0.840  -0.179
C  1.866  4.430  -0.078  -0.190
C  1.260  3.505  0.993  -0.204
C  2.153  3.336  2.237  -0.211
C  3.063  2.116  2.105  -0.218
C  3.881  1.840  3.374  -0.197
C  3.160  0.921  4.371  -0.185
C  4.088  -0.135  5.019  -0.162
C  3.737  -1.583  4.660  -0.227
O  4.638  -2.125  3.712  -0.175
C  4.273  -1.922  2.371  -0.113
N  -2.590  2.050  -3.310  0.162
C  -2.893  0.688  -3.874  -0.251
S  -4.528  -0.033  -3.529  0.783
O  -4.408  -1.394  -3.944  -0.222
O  -5.576  0.725  -4.136  -0.235
C  -4.729  -0.083  -1.664  -0.407
F  -4.164  -1.245  -1.266  0.131
F  -3.989  0.944  -1.138  0.096
C  -6.205  0.019  -1.231  -0.364
F  -6.643  1.248  -1.615  0.142
F  -6.893  -0.924  -1.886  0.187
C  -6.438  -0.088  0.312  -0.333
F  -7.613  -0.731  0.483  0.173
F  -5.474  -0.803  0.913  0.173
C  -6.572  1.286  1.044  -0.487
F  -6.486  1.032  2.374  0.173
F  -7.776  1.846  0.783  0.176
F  -5.574  2.124  0.701  0.163
C  -2.803  0.814  -5.364  -0.086
C  -1.919  2.081  -5.614  -0.189
C  -0.525  1.705  -6.134  -0.137
C  0.273  0.706  -5.276  -0.152
C  0.083  -0.762  -5.608  -0.157
F  -0.752  -1.333  -4.629  -0.077
H  -5.255  4.871  -6.114  0.081
H  -6.499  4.332  -5.015  0.081
H  -5.491  5.700  -4.546  0.082
H  -4.738  2.782  -4.879  0.083
H  -4.731  3.736  -3.365  0.114
H  -2.859  5.034  -4.157  0.113
H  -2.987  4.389  -5.750  0.128
H  -0.012  2.805  -3.682  0.107
H  -0.296  4.092  -4.810  0.142
H  -1.299  4.175  -1.943  0.110
H  -1.189  5.510  -3.127  0.110
H  1.095  5.707  -2.948  0.118
H  1.329  4.045  -2.533  0.097
H  -0.158  5.092  -0.381  0.089
H  1.053  6.307  -0.724  0.109
H  2.598  5.078  0.390  0.105
H  2.412  3.803  -0.777  0.099
H  1.131  2.511  0.571  0.100
H  0.291  3.873  1.315  0.098
H  2.759  4.225  2.386  0.108
H  1.528  3.234  3.120  0.111
H  3.715  2.292  1.254  0.111
H  2.419  1.259  1.923  0.097
H  4.108  2.794  3.842  0.110
H  4.821  1.384  3.079  0.099
H  2.754  1.535  5.166  0.105
H  2.350  0.402  3.868  0.093
H  4.012  -0.029  6.098  0.096
H  5.121  0.027  4.734  0.109
H  2.706  -1.642  4.311  0.110
H  3.819  -2.215  5.537  0.109
H  3.221  -1.660  2.256  0.080
H  4.857  -1.127  1.907  0.082
H  4.461  -2.835  1.814  0.084
H  -3.249  2.425  -2.624  0.161
H  -1.757  1.897  -2.736  0.174
H  -2.172  0.015  -3.430  0.137
H  -2.499  -0.092  -5.863  0.128
H  -3.746  1.073  -5.831  0.122
H  -2.394  2.544  -6.468  0.140
H  -0.690  1.241  -7.102  0.124
H  0.078  2.579  -6.342  0.113
H  1.327  0.934  -5.415  0.122
H  0.097  0.828  -4.212  0.100
H  -0.426  -0.919  -6.550  0.119
H  1.010  -1.316  -5.557  0.123
C  6.871  -0.078  7.630  -0.111
C  6.263  -1.447  7.917  -0.263
C  5.566  -1.531  9.274  -0.227
C  6.477  -1.306  10.481  -0.230
C  7.667  -2.259  10.575  -0.270
C  7.263  -3.724  10.719  -0.111
H  7.654  0.176  8.346  0.066
H  7.320  -0.062  6.636  0.069
H  6.109  0.704  7.667  0.071
H  7.035  -2.216  7.838  0.103
H  5.529  -1.673  7.139  0.080
H  5.078  -2.506  9.361  0.102
H  4.760  -0.790  9.306  0.108
H  5.876  -1.399  11.391  0.109
H  6.848  -0.277  10.472  0.101
H  8.270  -1.973  11.441  0.104
H  8.315  -2.143  9.702  0.098
H  6.642  -3.870  11.605  0.075
H  8.145  -4.357  10.823  0.069
H  6.706  -4.077  9.851  0.064
C  -3.103  -4.504  -1.743  -0.108
C  -3.354  -4.596  -3.246  -0.267
C  -4.139  -5.840  -3.655  -0.224
C  -3.451  -7.170  -3.343  -0.228
C  -2.067  -7.340  -3.966  -0.270
C  -2.079  -7.310  -5.492  -0.112
H  -2.496  -5.335  -1.380  0.068
H  -2.571  -3.583  -1.496  0.057
H  -4.045  -4.506  -1.189  0.076
H  -2.399  -4.557  -3.779  0.099
H  -3.915  -3.715  -3.560  0.073
H  -4.356  -5.784  -4.726  0.102
H  -5.112  -5.827  -3.153  0.111
H  -4.097  -7.983  -3.687  0.111
H  -3.368  -7.293  -2.259  0.101
H  -1.655  -8.296  -3.636  0.105
H  -1.386  -6.570  -3.590  0.096
H  -2.727  -8.092  -5.890  0.076
H  -1.077  -7.475  -5.888  0.069
H  -2.430  -6.350  -5.875  0.062

For the orbital gap, the calculation gives 8.0 eV. The charge is +1. For the LUMO energy, the calculation gives -2.92 eV. For the energy, the calculation gives -87278.0891 eV. The HOMO energy is -10.960 eV.

Record 2
This record from the OMol25 dataset describes a molecular structure, C8H14OPTb. The level of theory is ωB97M-V with the def2-TZVPD basis set.

Last column: Löwdin charge in e.
Atoms and positions in Å:
C  0.355  -0.723  -2.701  -0.299
C  -0.418  0.071  -3.503  -0.398
C  -0.619  1.467  -3.197  -0.321
C  0.305  2.097  -2.289  -0.397
C  1.071  1.341  -1.453  -0.224
Tb  -0.833  0.253  -1.042  1.144
P  -0.106  -2.477  -0.249  0.669
H  0.753  -1.701  -2.971  -0.004
H  -1.000  -0.339  -4.338  0.081
H  -1.350  2.067  -3.747  0.082
H  1.866  1.727  -0.810  0.014
H  0.308  3.197  -2.290  0.081
H  1.216  -2.635  0.287  -0.108
H  -0.016  -3.609  -1.104  -0.114
H  -0.798  -3.173  0.792  -0.145
C  1.035  -0.421  2.824  0.003
C  -0.130  0.309  2.295  -0.414
C  -1.144  0.877  3.207  0.000
O  -0.293  0.417  1.046  -0.235
H  0.989  -0.400  3.921  0.086
H  1.976  0.052  2.506  0.116
H  1.051  -1.466  2.479  0.082
H  -1.274  1.955  3.034  0.109
H  -2.122  0.391  3.062  0.109
H  -0.821  0.724  4.242  0.084

For the orbital gap (spin up / spin down), the calculation gives 4.5 / 4.8 eV. The spin multiplicity is 7. For the LUMO energy (spin up / spin down), the calculation gives -0.61 / -0.53 eV. For the energy, the calculation gives -42287.4328 eV. The HOMO energy (spin up / spin down) is -5.132 / -5.307 eV.

Record 3
This record from the OMol25 dataset describes a molecular structure, C5H13CdNNb. The level of theory is ωB97M-V with the def2-TZVPD basis set.

Last column: Löwdin charge in e.
Atoms and positions in Å:
C  1.912  1.749  1.908  0.099
C  0.644  1.404  1.760  -0.407
C  -0.841  0.990  1.183  -0.527
Nb  -0.720  -1.235  0.696  1.118
C  -0.847  -0.931  -1.543  -0.368
C  0.435  -0.230  -2.216  -0.352
N  0.957  0.965  -1.486  -0.051
H  3.046  1.636  2.099  0.096
H  -1.653  1.287  1.944  -0.010
H  -1.049  1.593  0.212  0.074
H  -2.565  -1.285  0.736  -0.120
H  -0.801  -3.063  0.496  -0.110
H  1.104  -1.239  0.682  -0.123
H  -0.631  -1.550  2.532  -0.160
H  -1.854  -0.412  -1.778  0.066
H  -0.918  -1.996  -2.011  0.071
H  1.286  -0.987  -2.435  0.122
H  0.101  0.146  -3.265  0.122
H  0.771  1.843  -1.992  0.081
H  1.943  0.869  -1.215  0.067
Cd  -0.321  0.446  3.693  1.313

For the orbital gap, the calculation gives 4.6 eV. The charge is +1. For the LUMO energy, the calculation gives -7.63 eV. For the energy, the calculation gives -12979.5454 eV. The HOMO energy is -12.217 eV.

Record 4
This record from the OMol25 dataset describes a single C5H5NO molecule. The level of theory is ωB97M-V with the def2-TZVPD basis set.

Last column: Löwdin charge in e.
Atoms and positions in Å:
C  2.081  -0.308  0.028  -0.186
C  -1.434  0.131  -0.389  -0.092
C  -0.901  1.302  -0.242  -0.188
C  -0.409  -0.947  0.047  -0.112
C  0.783  -0.150  0.617  -0.189
N  3.170  -0.325  -0.333  0.178
O  0.387  1.364  0.266  -0.070
H  -2.471  -0.165  -0.873  0.149
H  -1.242  2.222  -0.673  0.119
H  -0.936  -1.572  0.736  0.101
H  -0.010  -1.377  -0.899  0.128
H  0.983  -0.175  1.715  0.161

For the orbital gap, the calculation gives 10.0 eV. The value obtained for the energy above the lowest of the compared OMol25 structures with the same formula, charge and spin is 203.55 kJ/mol. For the LUMO energy, the calculation gives 0.77 eV. For the energy, the calculation gives -8801.3094 eV. The HOMO energy is -9.233 eV.